Record 1
{
  "formula": "C6H12Cl4N5O2S",
  "method": "ωB97M-V with the def2-TZVPD basis set",
  "multiplicity": 1,
  "gap_ev": 6.52,
  "total_charge": 1,
  "e_lumo_ha": -0.212,
  "fmax_ev_per_a": 9.19,
  "elements": ["Cl", "Cl", "Cl", "Cl", "S", "O", "O", "N", "N", "N", "N", "N", "C", "C", "C", "C", "C", "C", "H", "H", "H", "H", "H", "H", "H", "H", "H", "H", "H", "H"],
  "xyz": [[-6.04, -1.89, -0.77], [-1.28, 2.85, 1.74], [-2.62, 0.54, -0.38], [-3.26, -3.70, 0.06], [0.94, 0.96, 0.29], [6.25, 3.43, 0.59], [6.28, 1.54, -0.16], [3.40, -0.84, 0.46], [5.91, -1.36, 0.49], [6.22, 2.86, -0.50], [5.04, 1.04, 0.02], [3.79, 1.64, -0.03], [-4.46, -4.09, -1.20], [-3.50, 1.52, 0.81], [4.88, -0.46, 0.33], [-2.89, 2.91, 0.97], [-5.02, -2.85, -1.87], [2.79, 0.54, 0.24], [-4.22, -2.20, -2.24], [-3.51, 0.97, 1.76], [-2.79, 3.42, 0.01], [-3.94, -4.71, -1.94], [-5.64, -3.13, -2.72], [-3.53, 3.52, 1.62], [3.59, 2.65, -0.20], [0.72, 1.27, 1.66], [6.49, -1.76, -0.28], [6.17, -1.59, 1.50], [-4.53, 1.61, 0.46], [-5.25, -4.69, -0.74]],
  "nbo_charge": [-0.060, -0.080, -0.057, -0.063, 0.072, -0.151, -0.193, -0.335, -0.881, 0.388, 0.075, -0.390, -0.389, -0.393, 0.543, -0.380, -0.390, 0.250, 0.222, 0.231, 0.231, 0.225, 0.228, 0.236, 0.485, 0.208, 0.453, 0.448, 0.240, 0.229]
}

---

Record 2
{
  "formula": "C6H12Cl6O3",
  "method": "ωB97M-V with the def2-TZVPD basis set",
  "multiplicity": 1,
  "gap_ev": 10.75,
  "e_lumo_ha": 0.015,
  "fmax_ev_per_a": 3.13,
  "elements": ["Cl", "Cl", "Cl", "Cl", "Cl", "Cl", "O", "O", "O", "C", "C", "C", "C", "C", "C", "H", "H", "H", "H", "H", "H", "H", "H", "H", "H", "H", "H"],
  "xyz": [[-17.97, 31.47, -9.49], [-16.29, 29.32, -11.80], [-15.26, 31.18, -8.17], [-17.20, 23.41, -10.43], [-16.46, 25.54, -12.32], [-15.88, 27.45, -13.98], [-19.79, 32.71, -13.21], [-20.38, 31.91, -11.21], [-19.04, 30.73, -12.41], [-19.73, 31.91, -12.33], [-18.10, 30.57, -13.52], [-16.13, 23.90, -11.83], [-16.99, 28.05, -12.76], [-21.44, 32.88, -11.02], [-16.24, 31.06, -9.71], [-21.51, 33.02, -9.94], [-15.73, 31.63, -10.49], [-17.49, 29.67, -13.55], [-21.20, 33.87, -11.39], [-22.43, 32.52, -11.28], [-16.21, 30.02, -10.05], [-18.65, 30.49, -14.46], [-17.97, 28.34, -13.14], [-17.24, 27.24, -12.07], [-17.43, 31.43, -13.41], [-15.06, 23.80, -11.67], [-16.39, 23.27, -12.69]],
  "nbo_charge": [-0.020, 0.015, -0.060, -0.057, -0.008, 0.005, -0.636, -0.489, -0.535, 0.994, -0.260, -0.390, -0.455, -0.266, -0.371, 0.196, 0.216, 0.190, 0.211, 0.196, 0.215, 0.187, 0.237, 0.242, 0.196, 0.226, 0.221]
}

---

Record 3
{
  "formula": "C6H12ClN",
  "method": "ωB97M-V with the def2-TZVPD basis set",
  "multiplicity": 1,
  "gap_ev": 9.74,
  "e_lumo_ha": 0.029,
  "fmax_ev_per_a": 6.23,
  "smiles": "N=C1CC1.C=CC.Cl",
  "elements": ["Cl", "N", "C", "C", "C", "C", "C", "C", "H", "H", "H", "H", "H", "H", "H", "H", "H", "H", "H", "H"],
  "xyz": [[-5.68, 0.02, 0.92], [0.04, -0.53, -1.30], [-1.44, 1.26, -2.36], [-2.34, 0.69, -1.30], [-0.91, 0.16, -1.55], [3.04, 0.03, 1.49], [1.88, -2.05, 0.90], [1.97, -0.67, 1.31], [-1.04, 2.26, -2.15], [-0.21, -0.99, -0.33], [1.66, -1.98, -0.18], [-2.40, 1.18, -0.37], [3.93, -0.52, 1.67], [2.88, -2.53, 1.05], [-1.91, 1.05, -3.40], [-6.00, 1.16, 1.29], [1.03, -0.12, 1.35], [-3.16, -0.02, -1.59], [1.09, -2.56, 1.40], [2.94, 1.04, 1.86]],
  "nbo_charge": [-0.256, -0.582, -0.488, -0.500, 0.320, -0.419, -0.666, -0.144, 0.234, 0.332, 0.246, 0.220, 0.185, 0.211, 0.233, 0.257, 0.175, 0.233, 0.212, 0.198]
}

---

Record 4
{
  "formula": "C6H12ClN",
  "method": "ωB97M-V with the def2-TZVPD basis set",
  "multiplicity": 1,
  "gap_ev": 10.86,
  "e_lumo_ha": 0.031,
  "fmax_ev_per_a": 4.72,
  "smiles": "[H]/N=C(\\Cl)C(C)(C)CC",
  "elements": ["Cl", "N", "C", "C", "C", "C", "C", "C", "H", "H", "H", "H", "H", "H", "H", "H", "H", "H", "H", "H"],
  "xyz": [[-1.31, -2.26, -1.10], [1.29, -1.84, -0.73], [-0.41, -0.10, 2.05], [-0.64, 0.89, -1.69], [-0.09, 0.27, -0.40], [0.12, -1.37, -0.65], [-0.98, 0.40, 0.74], [1.32, 0.68, -0.08], [-1.20, 1.54, 1.02], [-0.70, 1.98, -1.46], [-0.06, -1.08, 1.83], [1.47, 1.73, 0.35], [-1.60, 0.56, -1.57], [1.43, -2.87, -0.88], [-0.98, -0.20, 2.98], [1.86, -0.01, 0.63], [-0.20, 0.78, -2.70], [1.96, 0.63, -1.03], [-1.84, -0.20, 0.45], [0.55, 0.45, 2.25]],
  "nbo_charge": [-0.048, -0.654, -0.612, -0.615, -0.078, 0.290, -0.423, -0.636, 0.212, 0.214, 0.198, 0.212, 0.213, 0.371, 0.227, 0.237, 0.235, 0.226, 0.219, 0.210]
}

---

Record 5
{
  "formula": "C6H12ClN2",
  "method": "ωB97M-V with the def2-TZVPD basis set",
  "multiplicity": 1,
  "gap_ev": [5.72, 5.71],
  "total_charge": 1,
  "e_lumo_ha": [-0.210, -0.210],
  "fmax_ev_per_a": 3.69,
  "elements": ["Cl", "N", "N", "C", "C", "C", "C", "C", "C", "H", "H", "H", "H", "H", "H", "H", "H", "H", "H", "H", "H"],
  "xyz": [[2.78, -1.09, 0.86], [-0.52, 0.84, -0.36], [-1.39, 0.15, -0.11], [-2.47, -0.54, -0.15], [-2.33, -1.97, -0.64], [3.93, 0.74, -0.78], [1.97, 1.39, 0.79], [2.93, 0.44, 0.29], [-3.69, -0.18, 0.65], [-2.73, -2.70, 0.13], [-4.20, -1.03, 0.88], [0.95, 1.15, 0.31], [-1.20, -2.05, -0.87], [-2.85, -2.09, -1.54], [4.52, 1.55, -0.62], [-4.46, 0.30, 0.15], [2.11, 2.50, 0.42], [4.67, -0.02, -0.99], [3.31, 0.85, -1.64], [1.96, 1.32, 1.83], [-3.28, 0.45, 1.38]],
  "nbo_charge": [0.258, -0.136, 0.056, 0.099, -0.611, -0.709, -0.785, 0.348, -0.629, 0.236, 0.233, 0.346, 0.212, 0.235, 0.273, 0.240, 0.271, 0.264, 0.287, 0.280, 0.231]
}

---

Record 6
{
  "formula": "C6H12ClN3O2",
  "method": "ωB97M-V with the def2-TZVPD basis set",
  "multiplicity": 1,
  "gap_ev": 9.31,
  "total_charge": 2,
  "e_lumo_ha": -0.240,
  "fmax_ev_per_a": 7.16,
  "elements": ["Cl", "O", "O", "N", "N", "N", "C", "C", "C", "C", "C", "C", "H", "H", "H", "H", "H", "H", "H", "H", "H", "H", "H", "H"],
  "xyz": [[-8.63, 0.89, 1.54], [-11.06, -2.61, 0.11], [8.34, -0.50, 1.11], [-10.92, -0.36, 0.82], [-10.11, -1.00, -1.28], [-10.04, 1.21, -0.69], [-9.88, 0.26, -1.58], [8.27, -0.05, -0.05], [-10.68, -1.37, -0.04], [8.38, 1.37, -0.31], [-10.28, 0.90, 0.70], [8.23, -1.88, 1.43], [-9.81, 2.17, -0.91], [7.49, -1.97, 2.23], [7.95, -2.49, 0.57], [-10.86, 1.69, 1.18], [8.12, -0.73, -0.90], [7.51, 1.70, -0.90], [-9.57, 0.52, -2.59], [9.19, -2.21, 1.84], [8.48, 1.96, 0.60], [-11.33, -0.62, 1.71], [-10.02, -1.75, -1.96], [9.23, 1.56, -0.98]],
  "nbo_charge": [-0.043, -0.524, -0.325, -0.608, -0.554, -0.513, 0.417, 0.562, 0.757, -0.746, 0.132, -0.279, 0.464, 0.245, 0.212, 0.263, 0.202, 0.300, 0.261, 0.245, 0.277, 0.468, 0.480, 0.307]
}

---

Record 7
{
  "formula": "C6H12ClN7O",
  "method": "ωB97M-V with the def2-TZVPD basis set",
  "multiplicity": 1,
  "gap_ev": [6.79, 5.52],
  "total_charge": 2,
  "e_lumo_ha": [-0.262, -0.283],
  "fmax_ev_per_a": 1.47,
  "elements": ["Cl", "O", "N", "N", "N", "N", "N", "N", "N", "C", "C", "C", "C", "C", "C", "H", "H", "H", "H", "H", "H", "H", "H", "H", "H", "H", "H"],
  "xyz": [[-3.50, -0.78, 0.65], [1.55, -1.38, 0.42], [-2.63, 2.14, 0.50], [0.77, -2.93, -1.03], [1.46, 1.24, -1.57], [-0.62, 1.62, -0.61], [-1.33, -1.04, -0.76], [2.42, -0.03, 1.98], [0.09, -0.20, 1.80], [1.33, -0.52, 1.40], [-1.83, 1.21, -0.08], [-0.12, -0.64, -1.38], [0.26, 0.80, -1.17], [-2.09, -0.17, -0.14], [0.82, -1.65, -0.70], [-0.03, 0.33, 2.65], [2.05, 0.67, -2.17], [0.31, -3.22, -1.89], [3.32, -0.36, 1.69], [1.05, -3.66, -0.39], [2.37, 0.44, 2.88], [1.68, 2.23, -1.55], [-2.59, 3.10, 0.20], [-0.70, -0.76, 1.50], [-0.40, 2.61, -0.55], [-0.12, -0.89, -2.46], [-3.54, 1.82, 0.78]],
  "nbo_charge": [0.090, -0.442, -0.768, -0.720, -0.723, -0.485, -0.460, -0.740, -0.775, 0.792, 0.264, -0.193, 0.513, 0.068, 0.503, 0.442, 0.443, 0.442, 0.451, 0.439, 0.441, 0.430, 0.413, 0.455, 0.440, 0.238, 0.438]
}

---

Record 8
{
  "formula": "C6H12ClNO4",
  "method": "ωB97M-V with the def2-TZVPD basis set",
  "multiplicity": 3,
  "gap_ev": [5.58, 6.63],
  "e_lumo_ha": [0.010, -0.098],
  "fmax_ev_per_a": 5.65,
  "elements": ["Cl", "O", "O", "O", "O", "N", "C", "C", "C", "C", "C", "C", "H", "H", "H", "H", "H", "H", "H", "H", "H", "H", "H", "H"],
  "xyz": [[1.09, 1.51, -1.21], [-1.23, -0.49, -1.80], [0.04, 0.36, 2.24], [-0.51, 2.13, 1.11], [1.52, -1.51, -0.89], [0.14, 1.02, 1.20], [0.74, 0.59, 0.08], [3.10, -0.32, 0.54], [-1.71, -0.01, -0.70], [-2.19, 1.33, -0.67], [1.60, -0.70, 0.28], [-2.19, -0.97, 0.36], [-2.08, 1.98, -1.64], [-3.00, -0.50, 1.01], [3.46, 0.31, -0.32], [3.88, -1.08, 0.56], [-2.60, -1.86, -0.05], [-0.98, -1.42, -1.78], [2.33, -1.34, -1.56], [-1.22, -1.28, 0.88], [3.21, 0.22, 1.46], [-3.11, 1.36, -0.25], [1.19, -1.31, 1.08], [-1.47, 2.00, 0.07]],
  "mulliken_spin": [0.138, 0.149, 0.069, 0.247, 0.009, -0.068, 0.512, 0.035, 0.732, 0.068, 0.003, -0.013, 0.007, 0.003, 0.000, 0.003, 0.001, -0.005, -0.001, 0.041, -0.004, -0.003, 0.009, 0.067]
}

---

Record 9
{
  "formula": "C6H12EuFO3P",
  "method": "ωB97M-V with the def2-TZVPD basis set",
  "multiplicity": 8,
  "gap_ev": [8.14, 8.33],
  "total_charge": 2,
  "e_lumo_ha": [-0.321, -0.314],
  "fmax_ev_per_a": 5.28,
  "elements": ["Eu", "P", "F", "O", "O", "O", "C", "C", "C", "C", "C", "C", "H", "H", "H", "H", "H", "H", "H", "H", "H", "H", "H", "H"],
  "xyz": [[3.02, 1.73, 2.80], [1.68, 0.79, 0.88], [-2.71, -2.03, 0.17], [1.08, -1.75, -0.14], [0.85, 1.38, 2.33], [1.82, -3.09, 1.65], [0.45, -0.46, 0.14], [-0.21, 0.13, -1.20], [0.86, -2.61, 1.01], [-2.66, -0.74, -0.48], [1.85, 2.35, -0.20], [-1.54, -0.68, -1.66], [-0.11, 1.31, 2.11], [-0.35, -0.67, 0.92], [-3.66, -0.45, -0.96], [0.81, 2.86, -0.21], [-0.20, -2.82, 1.38], [-2.01, -0.02, -2.49], [2.09, 2.12, -1.29], [2.55, 3.14, 0.26], [-1.31, -1.70, -2.12], [0.55, -0.03, -2.05], [-2.33, 0.05, 0.29], [-0.53, 1.23, -1.12]],
  "mulliken_spin": [7.022, -0.016, 0.000, 0.000, 0.000, 0.000, -0.009, 0.000, 0.001, 0.000, 0.004, -0.001, -0.002, 0.000, 0.000, 0.000, 0.000, 0.000, 0.000, 0.000, 0.000, 0.000, 0.000, 0.000]
}

---

Record 10
{
  "formula": "C6H12F3NO",
  "method": "ωB97M-V with the def2-TZVPD basis set",
  "multiplicity": 1,
  "gap_ev": [6.85, 8.60],
  "e_lumo_ha": [0.004, 0.033],
  "fmax_ev_per_a": 5.34,
  "elements": ["F", "F", "F", "O", "N", "C", "C", "C", "C", "C", "C", "H", "H", "H", "H", "H", "H", "H", "H", "H", "H", "H", "H"],
  "xyz": [[-2.79, 0.78, -1.62], [-1.56, 1.44, -0.07], [-2.45, -0.53, 0.18], [1.31, 0.76, 1.15], [0.16, 0.34, -2.07], [0.95, -0.52, 1.17], [0.85, -0.50, -3.03], [0.60, 1.66, 2.00], [-1.85, 0.24, -0.76], [-0.66, -0.38, -1.24], [0.00, -1.17, 2.17], [-0.83, -1.53, -1.35], [-0.19, 2.17, 1.40], [-0.18, -2.18, 2.04], [0.05, -0.90, -3.71], [1.48, 2.34, 2.38], [-0.90, -0.50, 2.31], [0.69, 1.01, -1.61], [0.20, 1.17, 2.81], [0.40, -1.03, 3.24], [1.59, 0.10, -3.48], [1.78, -1.32, 0.77], [1.33, -1.47, -2.68]],
  "nbo_charge": [-0.335, -0.389, -0.328, -0.511, -0.589, 0.165, -0.410, -0.261, 0.904, -0.136, -0.708, 0.207, 0.219, 0.234, 0.199, 0.194, 0.227, 0.387, 0.177, 0.199, 0.206, 0.173, 0.177]
}

---

Record 11
{
  "formula": "C6H12F9FeN6O12S3",
  "method": "ωB97M-V with the def2-TZVPD basis set",
  "multiplicity": 9,
  "gap_ev": [3.06, 5.72],
  "total_charge": -1,
  "e_lumo_ha": [0.075, -0.052],
  "fmax_ev_per_a": 5.58,
  "elements": ["Fe", "S", "S", "S", "F", "F", "F", "F", "F", "F", "F", "F", "F", "O", "O", "O", "O", "O", "O", "O", "O", "O", "O", "O", "O", "N", "N", "N", "N", "N", "N", "C", "C", "C", "C", "C", "C", "H", "H", "H", "H", "H", "H", "H", "H", "H", "H", "H", "H"],
  "xyz": [[-0.15, 0.30, -0.34], [-0.63, -3.24, -0.23], [-2.74, -0.19, -2.49], [2.92, -0.32, 1.24], [-0.15, -5.18, 1.56], [-3.66, 2.31, -2.41], [1.38, -1.48, 3.05], [1.41, -3.68, 1.33], [-5.02, 0.93, -3.35], [3.41, -1.91, 3.56], [2.67, 0.12, 3.80], [-0.43, -3.14, 2.35], [-4.85, 0.82, -1.25], [-2.34, -0.27, -3.88], [3.42, -1.45, 0.46], [1.57, 0.08, 0.79], [-2.04, -3.54, -0.17], [-1.71, 0.24, -1.52], [3.83, 0.81, 1.35], [-3.36, -1.43, -2.07], [0.92, -0.20, -2.03], [0.09, -3.95, -1.28], [-1.32, 0.60, 1.31], [0.04, 2.20, -0.63], [-0.34, -1.80, -0.20], [-1.94, 2.08, 2.94], [-0.71, 4.34, -0.30], [-0.99, 0.07, 3.46], [1.97, -2.27, -2.03], [1.17, 3.99, -1.51], [2.96, -0.41, -2.93], [0.13, 3.43, -0.86], [-4.15, 1.05, -2.34], [1.89, -0.94, -2.34], [-1.45, 0.91, 2.52], [2.60, -0.99, 3.06], [0.09, -3.91, 1.36], [-0.94, -0.92, 3.31], [1.09, 5.00, -1.59], [1.82, 3.39, -1.99], [2.85, 0.57, -3.17], [-2.40, 2.63, 2.22], [-0.89, 0.32, 4.42], [-2.02, 2.21, 3.93], [2.93, -2.71, -2.07], [-1.37, 4.12, 0.43], [3.74, -1.07, -3.14], [-0.43, 5.30, -0.51], [1.12, -2.84, -1.82]],
  "mulliken_spin": [4.524, 0.101, -0.040, 0.125, 0.000, 0.000, 0.010, 0.004, -0.003, -0.003, -0.009, 0.027, -0.004, 0.000, -0.008, -0.028, 0.011, -0.334, 0.003, 0.029, 0.012, -0.002, -2.436, -1.315, 0.064, 2.188, 0.519, 0.293, 0.006, 0.038, 0.000, 1.640, 0.000, 0.008, 3.912, -0.023, 0.030, 0.016, 0.028, 0.012, -0.004, -0.355, -0.088, -0.653, 0.001, -0.145, 0.001, -0.150, -0.004]
}

---

What did the second record say?
{
  "formula": "C6H12Cl6O3",
  "method": "ωB97M-V with the def2-TZVPD basis set",
  "multiplicity": 1,
  "gap_ev": 10.75,
  "e_lumo_ha": 0.015,
  "fmax_ev_per_a": 3.13,
  "elements": ["Cl", "Cl", "Cl", "Cl", "Cl", "Cl", "O", "O", "O", "C", "C", "C", "C", "C", "C", "H", "H", "H", "H", "H", "H", "H", "H", "H", "H", "H", "H"],
  "xyz": [[-17.97, 31.47, -9.49], [-16.29, 29.32, -11.80], [-15.26, 31.18, -8.17], [-17.20, 23.41, -10.43], [-16.46, 25.54, -12.32], [-15.88, 27.45, -13.98], [-19.79, 32.71, -13.21], [-20.38, 31.91, -11.21], [-19.04, 30.73, -12.41], [-19.73, 31.91, -12.33], [-18.10, 30.57, -13.52], [-16.13, 23.90, -11.83], [-16.99, 28.05, -12.76], [-21.44, 32.88, -11.02], [-16.24, 31.06, -9.71], [-21.51, 33.02, -9.94], [-15.73, 31.63, -10.49], [-17.49, 29.67, -13.55], [-21.20, 33.87, -11.39], [-22.43, 32.52, -11.28], [-16.21, 30.02, -10.05], [-18.65, 30.49, -14.46], [-17.97, 28.34, -13.14], [-17.24, 27.24, -12.07], [-17.43, 31.43, -13.41], [-15.06, 23.80, -11.67], [-16.39, 23.27, -12.69]],
  "nbo_charge": [-0.020, 0.015, -0.060, -0.057, -0.008, 0.005, -0.636, -0.489, -0.535, 0.994, -0.260, -0.390, -0.455, -0.266, -0.371, 0.196, 0.216, 0.190, 0.211, 0.196, 0.215, 0.187, 0.237, 0.242, 0.196, 0.226, 0.221]
}